[1]
{
  "formula": "C5H16N2Si",
  "method": "the ωB97M-V functional and the def2-TZVPD basis",
  "e_lumo_ev": 0.918,
  "gap_ha": 0.3524,
  "relative_energy_kcal_mol": 41.7,
  "smiles": "CN(C)N[Si](C)(C)C",
  "homo_energy_ev": -8.67,
  "symbols": ["C", "C", "C", "C", "C", "N", "N", "Si", "H", "H", "H", "H", "H", "H", "H", "H", "H", "H", "H", "H", "H", "H", "H", "H"],
  "positions_angstrom": [[2.39, -0.47, -1.73], [2.41, -0.43, 0.70], [-2.25, 0.31, -1.38], [-1.89, 1.51, 1.45], [-1.21, -1.37, 1.11], [0.62, 0.63, -0.61], [1.53, -0.53, -0.55], [-1.09, 0.28, 0.21], [3.02, -1.28, -1.84], [1.90, -0.25, -2.64], [3.16, 0.32, -1.54], [3.11, -1.18, 0.66], [2.87, 0.50, 0.80], [1.81, -0.66, 1.54], [-2.29, -0.65, -1.74], [-3.19, 0.60, -1.05], [-1.81, 0.87, -2.11], [-1.73, 1.41, 2.54], [-1.65, 2.60, 1.37], [-2.88, 1.24, 1.38], [-0.31, -1.64, 1.59], [-2.07, -1.20, 1.82], [-1.52, -2.14, 0.49], [1.06, 1.54, -0.46]]
}

---

[2]
{
  "formula": "C5H16N3",
  "method": "the ωB97M-V functional and the def2-TZVPD basis",
  "e_lumo_ev": -3.168,
  "gap_ha": 0.3691,
  "relative_energy_kcal_mol": 60.9,
  "charge": 1,
  "homo_energy_ev": -13.21,
  "symbols": ["C", "C", "N", "N", "N", "H", "H", "H", "H", "H", "H", "H", "H", "C", "C", "C", "H", "H", "H", "H", "H", "H", "H", "H"],
  "positions_angstrom": [[-1.66, -1.80, 0.05], [0.89, -2.22, 0.27], [-0.25, -1.60, -0.24], [0.94, -2.67, 1.60], [1.95, -2.38, -0.47], [-0.24, -1.28, -1.27], [0.22, -2.42, 2.15], [1.65, -3.05, 2.02], [2.04, -2.13, -1.43], [2.89, -2.51, -0.06], [-2.11, -0.79, -0.01], [-1.81, -2.23, 1.01], [-2.08, -2.57, -0.68], [-0.62, 2.21, 0.16], [0.87, 2.51, 0.36], [-0.95, 2.73, -1.30], [-1.13, 2.87, 0.94], [-0.90, 1.15, 0.38], [1.20, 2.65, 1.34], [1.36, 1.53, 0.18], [-1.71, 2.12, -1.85], [-0.29, 3.14, -2.03], [1.39, 3.25, -0.20], [-1.65, 3.49, -0.90]]
}

---

[3]
{
  "formula": "C5H16N3",
  "method": "the ωB97M-V functional and the def2-TZVPD basis",
  "e_lumo_ev": [-3.488, -3.473],
  "gap_ha": [0.3356, 0.3112],
  "relative_energy_kcal_mol": 154.7,
  "charge": 1,
  "homo_energy_ev": [-12.62, -11.94],
  "symbols": ["C", "C", "C", "C", "C", "N", "N", "N", "H", "H", "H", "H", "H", "H", "H", "H", "H", "H", "H", "H", "H", "H", "H", "H"],
  "positions_angstrom": [[-1.69, 0.87, -0.79], [-2.35, -0.89, 0.50], [1.26, -1.74, 0.20], [1.90, 0.33, -1.07], [0.60, 0.37, 0.98], [0.48, 1.80, 0.86], [-1.27, -0.41, -0.34], [1.69, -0.29, 0.23], [-2.77, 0.85, -0.81], [-1.35, 1.80, -0.28], [-1.41, 1.11, -1.77], [-3.00, -1.42, -0.11], [-2.10, -1.61, 1.12], [-2.80, -0.14, 1.12], [0.14, -1.91, -0.13], [2.02, -2.18, -0.41], [1.51, -2.08, 1.13], [1.78, 1.34, -1.09], [2.87, 0.05, -1.53], [1.17, 0.09, -1.94], [0.42, -0.06, 2.05], [-0.12, 2.27, 1.51], [0.49, 2.16, -0.10], [2.53, -0.30, 0.67]]
}

---

[4]
{
  "formula": "C5H16N3",
  "method": "the ωB97M-V functional and the def2-TZVPD basis",
  "e_lumo_ev": -2.826,
  "gap_ha": 0.3685,
  "relative_energy_kcal_mol": 56.9,
  "charge": 1,
  "homo_energy_ev": -12.85,
  "symbols": ["C", "C", "C", "C", "C", "N", "N", "N", "H", "H", "H", "H", "H", "H", "H", "H", "H", "H", "H", "H", "H", "H", "H", "H"],
  "positions_angstrom": [[-1.85, 1.34, -1.04], [-1.23, -2.32, -0.47], [3.19, 1.17, 0.14], [-2.66, 0.74, 0.05], [-0.08, -1.48, -0.03], [1.00, -1.13, 0.12], [-1.77, -0.10, 0.82], [3.28, -0.11, 0.76], [-1.46, 0.62, -1.81], [-2.53, 2.05, -1.54], [-0.97, 1.83, -0.66], [-0.76, -3.27, -0.64], [-1.64, -1.83, -1.36], [-2.13, -2.26, 0.16], [2.15, 1.38, -0.05], [3.76, 1.94, 0.61], [3.69, 0.96, -0.78], [-3.04, 1.62, 0.68], [-3.39, 0.11, -0.43], [2.33, -0.69, 0.58], [3.99, -0.76, 0.36], [-2.22, -0.41, 1.67], [-1.03, 0.60, 1.06], [3.37, -0.03, 1.81]]
}